[1]
Formula: C14H24Br6N4
Source: the Open Molecules 2025 dataset
Level of theory: ωB97M-V with the def2-TZVPD basis set

For the largest force on an atom, the calculation gives 3.182 eV/A. The spin multiplicity is 1. As for the SMILES: BrCCBr.BrCCBr.BrCCBr.CC#N.CC#N.CC#N.CC#N.

Cartesian coordinates (Å):
H (1.93651, -8.69620, 11.86486)
Br (4.20550, -2.77127, 15.31850)
N (4.55869, -7.60264, 16.35845)
Br (7.96978, -5.10378, 16.53700)
Br (5.11190, -5.42762, 12.20712)
C (3.60359, -13.36858, 14.56227)
H (3.52162, -13.78960, 13.60035)
N (3.66301, -9.60627, 14.09698)
C (4.81204, -9.70251, 14.15372)
C (6.02572, -3.33563, 15.53275)
H (6.21259, -11.97962, 17.58933)
C (2.82345, -4.26829, 10.92262)
H (0.38278, -8.84788, 11.19921)
H (3.40122, -14.23363, 15.21739)
H (-0.31901, -9.81652, 13.53676)
C (3.75128, -4.03320, 12.07448)
H (6.31231, -2.58228, 16.25245)
H (2.44641, -5.30733, 11.05029)
H (3.18469, -4.13976, 12.99406)
H (6.02000, -10.45230, 18.49995)
H (5.86569, -5.45023, 15.31105)
Br (0.35886, -7.10862, 12.93891)
H (2.93266, -12.50112, 14.76446)
H (4.30742, -3.10870, 11.93669)
H (1.49524, -8.45907, 17.07993)
Br (1.35078, -3.05346, 11.18355)
C (6.15142, -4.72672, 16.08867)
C (0.67592, -9.94352, 13.08931)
H (6.74452, -10.27830, 14.80387)
C (5.00541, -12.95653, 14.88028)
C (4.34609, -11.17529, 17.68926)
N (3.33443, -10.87543, 17.27206)
Br (0.63802, -11.54279, 11.96939)
C (1.84592, -7.86010, 16.20877)
N (6.09209, -12.68911, 15.13042)
H (5.64024, -5.04766, 16.95452)
H (1.48219, -10.22306, 13.71598)
H (6.76077, -9.26428, 13.41815)
H (1.62480, -6.77455, 16.13576)
H (6.56118, -3.18335, 14.60453)
H (6.23531, -8.47394, 14.99598)
H (5.45705, -12.10086, 19.20503)
C (5.63007, -11.41421, 18.32851)
C (3.40005, -7.79892, 16.32277)
H (1.65132, -8.39522, 15.28595)
C (6.24990, -9.42033, 14.32514)
H (3.27524, -4.08147, 9.95000)
C (0.92842, -8.73351, 12.15978)

Atomic partial charges in e from the Löwdin method, atoms 1 to 8: 0.03, 0.68, 0.13, 0.65, 0.62, -0.05, 0.06, 0.18



[2]
Formula: C14H24GaN2O6P2S
Source: the Open Molecules 2025 dataset
Level of theory: ωB97M-V with the def2-TZVPD basis set

For the largest force on an atom, the calculation gives 1.537 eV/A. The spin multiplicity is 1. The net charge is -1.

Cartesian coordinates (Å):
H (-5.54493, 2.52985, -5.82580)
P (-1.37446, 1.69881, 2.02423)
H (5.42377, 1.13991, 3.67341)
C (-3.41398, 2.74971, -5.97883)
P (1.36066, -0.82444, 1.41199)
H (-0.29239, -7.37252, 2.73869)
H (5.02990, 1.88841, 0.25796)
C (-2.17326, 2.47489, -4.09370)
H (-0.63514, 3.79350, 2.00459)
O (-1.39827, 3.33825, 2.38707)
N (-2.21434, 2.73932, -5.40089)
C (-2.51948, -5.32407, 1.24684)
H (-3.30013, 0.91957, 1.55919)
H (-5.43679, 2.03412, -3.37842)
C (-0.69455, -6.54040, 2.16961)
C (-4.59830, 2.50565, -5.30210)
H (-1.91151, -3.56438, 0.16505)
H (-3.57946, -5.18327, 1.07598)
H (0.74324, -2.34410, 2.69192)
Ga (0.61600, 1.32686, 0.75653)
H (3.04582, 2.99532, -0.65025)
H (2.02581, 2.91743, 2.24465)
C (-4.53472, 2.23133, -3.94418)
H (2.34999, -1.49528, -0.38806)
H (0.50135, -3.97071, 0.60595)
H (3.69457, 3.81865, 0.73472)
C (1.84896, 2.86865, 1.18090)
H (-1.18964, 2.47272, -3.64154)
O (1.60024, -1.82623, 0.12754)
H (3.62585, 0.84671, 0.47320)
O (0.23114, -1.63716, 2.25898)
C (-2.06026, -6.40860, 1.97866)
C (-3.29794, 2.21432, -3.32390)
H (6.22866, 1.13300, 2.11392)
H (-3.41827, 2.96583, -7.04273)
H (-0.19586, -0.11324, -1.66672)
H (-3.19692, 2.00428, -2.26672)
H (4.98290, -0.08399, 2.51135)
N (0.20702, -5.68604, 1.68870)
C (3.16628, 2.91636, 0.42378)
C (-1.59916, -4.42496, 0.73960)
C (4.08638, 1.78323, 0.79968)
O (4.27035, 1.82743, 2.18283)
O (-2.66364, 1.37891, 0.99500)
H (-2.74551, -7.13604, 2.39303)
S (0.02898, 1.18890, -1.46369)
H (1.29642, 3.77250, 0.92891)
C (-0.25252, -4.64981, 0.98707)
O (2.60145, -0.84594, 2.21864)
C (5.27569, 0.95676, 2.61738)

Atomic partial charges in e from the Löwdin method, atoms 1 to 8: 0.09, 0.65, 0.08, -0.18, 0.37, 0.10, 0.12, -0.16



no.,orbital gap (eV),LUMO energy (eV)
1,10.5419,0.463
2,6.5964,2.701